[1]
The following is a DFT calculation (the ωB97M-V functional and the def2-TZVPD basis) of a 5-piece molecular cluster, C19H30Cl4N4 overall in a non-equilibrium geometry.

```
57
Properties=species:S:1:pos:R:3
C -0.70 -2.52 -6.17
C -0.40 -3.77 -5.32
N 0.50 -3.43 -4.23
C 1.42 -4.50 -3.85
C 0.79 -5.72 -3.23
C -0.15 -2.75 -3.13
C 0.77 -1.77 -2.40
H 0.20 -1.92 -6.32
H -1.50 -1.87 -5.82
H -1.01 -2.85 -7.17
H -1.36 -4.24 -5.05
H 0.06 -4.44 -6.05
H 2.02 -4.73 -4.73
H 2.16 -4.02 -3.19
H 1.57 -6.37 -2.82
H 0.09 -5.55 -2.41
H 0.29 -6.32 -4.00
H -0.43 -3.48 -2.36
H -1.08 -2.23 -3.36
H 0.17 -0.99 -1.93
H 1.45 -1.25 -3.08
H 1.42 -2.29 -1.70
C 2.37 6.31 2.13
Cl 3.24 5.37 3.30
Cl 3.26 6.18 0.54
Cl 0.78 5.58 1.94
Cl 2.32 8.01 2.53
N 2.15 4.51 6.21
C 1.77 3.22 6.11
C 2.82 2.43 6.59
C 3.81 3.31 7.02
C 3.37 4.62 6.83
H 1.58 5.29 5.94
H 0.90 2.89 5.58
H 2.86 1.36 6.53
H 4.78 3.09 7.46
H 3.87 5.56 6.95
N -3.80 -1.71 0.61
C -2.97 -1.69 -0.51
C -3.35 -0.60 -1.27
C -4.39 0.06 -0.59
C -4.63 -0.63 0.55
H -3.88 -2.37 1.35
H -2.21 -2.44 -0.59
H -2.85 -0.27 -2.17
H -4.94 0.90 -0.98
H -5.36 -0.53 1.34
N -1.83 1.52 1.27
C -0.71 1.13 0.57
C 0.39 1.77 1.11
C -0.11 2.46 2.25
C -1.47 2.34 2.30
H -2.79 1.30 1.05
H -0.87 0.42 -0.22
H 1.38 1.76 0.70
H 0.44 3.06 2.96
H -2.24 2.80 2.91
```

* highest occupied orbital energy: -8.11 eV
* structure (SMILES): ClC(Cl)(Cl)Cl.c1cc[nH]c1.c1cc[nH]c1.c1cc[nH]c1.CCN(CC)CC



[2]
The following is a DFT calculation (the ωB97M-V functional and the def2-TZVPD basis) of C19H30N2O3 as an isolated structure in a non-equilibrium geometry.

```
54
Properties=species:S:1:pos:R:3
C 4.79 3.39 -1.18
H 4.92 2.81 -2.20
O 3.77 3.15 -0.52
C 3.52 1.75 -0.09
C 2.35 1.33 0.53
C 2.02 0.15 1.21
C 2.89 -0.92 1.06
C 4.11 -0.51 0.04
C 4.32 0.78 -0.42
H 5.31 0.87 -0.90
O 5.03 -1.25 -0.13
C 4.80 -2.68 0.16
H 4.86 -3.04 1.24
H 5.80 -3.23 -0.05
H 4.00 -3.24 -0.32
H 2.72 -1.81 1.41
C 0.87 -0.20 2.00
N -0.42 0.26 1.30
C -1.47 0.10 1.92
C -2.83 0.60 1.40
N -2.93 -0.02 -0.14
C -4.25 0.24 -0.59
C -5.38 -0.44 -0.10
H -5.34 -0.72 1.08
H -5.68 -1.29 -0.91
C -6.11 0.73 -0.46
H -6.79 0.89 0.37
H -6.79 0.76 -1.36
C -4.99 1.45 -0.63
H -4.59 2.10 0.16
H -4.87 2.17 -1.71
H -3.99 -0.22 -1.90
C -1.68 0.44 -0.78
H -1.63 1.37 -0.85
C -0.49 -0.26 -0.14
C -0.42 -1.53 -0.24
H -1.45 -2.09 -0.35
H 0.14 -2.15 0.79
C 0.10 -2.15 -1.60
O 1.29 -1.55 -1.78
H 2.00 -1.79 -0.90
H -0.65 -1.78 -2.20
H 0.04 -3.33 -1.61
H 0.37 0.05 -0.65
H -1.89 0.09 -1.89
H -2.54 1.59 1.23
H -3.61 0.19 1.89
H -1.56 -1.24 2.17
H -1.45 0.55 2.87
H 0.71 0.65 2.90
H 0.85 -1.04 2.24
H 1.65 2.35 0.82
H 4.83 4.51 -1.60
H 5.74 3.15 -0.61
```

* highest occupied orbital energy: -7.90 eV
* energy relative to the best compared isomer or geometry (same formula, charge and spin): 21.667 eV



[3]
The following is a DFT calculation (the ωB97M-V functional and the def2-TZVPD basis) of the molecule C19H30N2O4 in a non-equilibrium geometry.

```
55
Properties=species:S:1:pos:R:3
C 3.25 2.92 -1.22
C 4.17 1.66 -1.61
C 3.36 0.47 -1.48
C 3.04 -0.02 -0.02
H 2.87 0.74 0.45
C 1.70 -0.97 0.35
C 1.72 -2.33 -0.31
C 0.48 -2.98 -0.68
C -0.14 -3.50 0.67
C 0.87 -4.55 1.48
H 0.29 -4.68 2.40
H 1.67 -3.95 1.68
H 1.08 -5.53 0.73
H -1.00 -3.95 0.56
H -0.36 -2.71 1.29
H 0.61 -3.89 -1.08
H -0.21 -2.53 -0.99
H 2.06 -2.03 -1.42
H 2.71 -2.71 -0.10
C 0.48 -0.02 0.00
O 0.09 0.06 -1.35
N -0.23 0.58 1.11
N -1.14 1.54 0.85
C -0.89 2.80 1.14
O -1.61 3.83 0.64
O 0.56 2.91 1.30
C 0.90 4.03 1.55
H 0.22 4.88 2.19
H 0.87 4.74 0.73
H 1.90 4.11 2.09
C -2.36 1.04 0.28
C -3.25 1.68 -0.58
C -4.39 1.22 -0.88
C -4.82 -0.25 -0.61
C -3.97 -0.95 0.19
C -2.70 -0.17 0.68
H -2.06 -0.97 1.08
H -4.21 -1.88 0.71
C -6.11 -0.64 -1.08
H -6.42 -1.52 -0.56
H -5.97 -0.88 -2.02
H -7.05 0.07 -0.63
H -5.17 1.75 -1.48
H -3.00 2.58 -0.69
H 0.25 0.51 1.78
O 1.93 -1.15 1.69
H 1.46 -2.05 1.94
H 3.99 -0.65 0.44
H 2.27 0.61 -2.06
H 3.60 -0.36 -1.91
H 4.91 1.68 -0.98
H 4.42 1.78 -2.68
H 3.99 3.87 -1.52
H 2.87 2.81 -0.20
H 2.47 2.92 -1.88
```

* highest occupied orbital energy: -8.73 eV
* energy relative to the best compared isomer or geometry (same formula, charge and spin): 18.571 eV
* structure (SMILES): CCCCC(O)(CCCC)C(=O)NN(C(=O)OC)c1ccc(C)cc1



[4]
The following is a DFT calculation (the ωB97M-V functional and the def2-TZVPD basis) of the molecule C19H30N2O7S.

```
59
Properties=species:S:1:pos:R:3
C 3.44 5.08 -4.80
C 3.02 3.92 -3.96
C 3.44 2.63 -4.28
C 3.07 1.55 -3.50
C 2.29 1.77 -2.38
C 1.86 3.03 -2.03
C 2.23 4.10 -2.83
H 1.89 5.10 -2.57
H 1.23 3.16 -1.17
S 1.80 0.35 -1.41
O 2.73 -0.72 -1.65
O 1.54 0.73 -0.06
N 0.36 -0.19 -2.08
H 0.54 -0.66 -2.95
C -0.76 0.72 -2.12
H -0.61 1.54 -2.84
C -1.00 1.39 -0.76
O -0.91 2.60 -0.67
N -1.39 0.61 0.26
C -1.49 -0.83 0.20
H -1.09 -1.23 1.14
H -0.89 -1.21 -0.63
C -2.95 -1.30 0.04
H -3.49 -0.61 -0.61
H -3.44 -1.33 1.02
O -3.06 -2.56 -0.61
C -2.43 -3.64 0.03
H -2.63 -4.49 -0.63
C -2.97 -3.98 1.43
H -4.06 -3.84 1.46
O -2.34 -3.15 2.38
C -2.65 -3.49 3.71
C -2.03 -2.47 4.67
O -0.67 -2.72 4.98
C 0.25 -2.41 3.95
C 0.48 -0.91 3.76
O -0.62 -0.36 3.07
C -0.40 0.92 2.50
C -1.57 1.22 1.56
H -2.49 0.85 2.01
H -1.64 2.30 1.40
H -0.35 1.68 3.29
H 0.54 0.93 1.93
H 1.40 -0.76 3.17
H 0.60 -0.41 4.74
H -0.08 -2.84 3.00
H 1.18 -2.87 4.27
H -2.15 -1.47 4.24
H -2.55 -2.53 5.63
H -3.74 -3.49 3.85
H -2.27 -4.50 3.95
H -2.75 -5.03 1.65
H -1.35 -3.49 0.11
H -1.66 0.16 -2.42
H 3.40 0.55 -3.72
H 4.06 2.48 -5.15
H 3.49 4.81 -5.85
H 4.43 5.42 -4.49
H 2.75 5.92 -4.68
```

* highest occupied orbital energy: -8.85 eV
* energy relative to the best compared isomer or geometry (same formula, charge and spin): 0.176 eV
* structure (SMILES): Cc1ccc(S(=O)(=O)NCC(=O)N2CCOCCOCCOCCOCC2)cc1



> What is the highest occupied orbital energy in the second record?

-7.90 eV



> Which value of highest occupied orbital energy does entry 1 give?

-8.11 eV



> The lowest highest occupied orbital energy belongs to which entry?

C19H30N2O7S